[1]
The following is a quantum chemistry calculation of a cluster of 8 separate species, C18H38Br12N2O2 in total at a distorted geometry, from OMol25.

Geometry as XYZ:
```
72
C18H38Br12N2O2 | OMol25 | the ωB97M-V functional and the def2-TZVPD basis
Br 16.8742 21.1758 20.5917
C 15.3806 20.6293 21.7093
C 14.4290 19.8475 20.8535
Br 13.3294 18.6242 22.0265
H 14.9474 21.5164 22.1642
H 15.7857 20.0349 22.5238
H 14.8698 19.0007 20.3391
H 13.8338 20.4471 20.1709
Br 13.9009 23.4265 23.5825
C 12.4498 23.1329 24.8545
C 11.2494 24.0185 24.6018
Br 9.8643 23.5095 25.9073
H 12.8012 23.0704 25.8851
H 12.2613 22.0608 24.7559
H 10.7643 23.8835 23.6433
H 11.5256 25.0516 24.7881
Br 21.0790 21.1996 19.0084
C 20.1868 22.6012 20.1113
C 21.2290 23.4304 20.8367
Br 22.0427 22.3239 22.2638
H 19.6705 22.0391 20.8844
H 19.5354 23.1585 19.4434
H 20.9359 24.3886 21.2540
H 22.0240 23.6435 20.1216
Br 15.4623 14.6235 22.2619
C 14.9344 14.0089 20.4759
C 15.1754 15.1738 19.5130
Br 14.2489 14.7100 17.8564
H 13.8894 13.7384 20.5794
H 15.4934 13.1410 20.1393
H 16.2316 15.2554 19.2702
H 14.8420 16.1520 19.8439
Br 11.4123 19.3316 17.5661
C 11.8791 17.6086 18.4113
C 10.9205 17.4382 19.5874
Br 11.3327 15.7463 20.5603
H 12.9321 17.6771 18.6624
H 11.7553 16.8333 17.6629
H 9.8721 17.3269 19.3261
H 10.9351 18.2757 20.2792
Br 17.1693 17.6618 21.6233
C 19.0682 17.0369 21.6343
C 19.9718 18.2105 21.3080
Br 21.8437 17.7352 21.6464
H 19.1474 16.2060 20.9402
H 19.2584 16.6131 22.6169
H 19.8426 19.1651 21.8097
H 19.8938 18.4585 20.2506
C 16.2583 24.6007 19.4101
O 17.3362 24.2608 18.9344
N 15.1012 24.2636 18.8183
C 13.8477 24.3673 19.5678
C 15.0116 23.3967 17.6601
H 16.2185 25.2796 20.2701
H 13.5593 23.3341 19.7864
H 13.0058 24.7711 19.0014
H 13.9746 25.0088 20.4358
H 14.1938 23.6875 17.0024
H 15.9076 23.3364 17.0526
H 14.8065 22.4065 18.0829
C 16.0982 19.7795 17.2263
O 15.0572 19.4767 16.6617
N 17.0590 20.5263 16.6489
C 18.2674 20.8561 17.3720
C 16.9627 21.0412 15.2852
H 16.3140 19.5509 18.2797
H 19.1469 20.3866 16.9262
H 18.2140 20.7331 18.4522
H 18.5188 21.9214 17.2800
H 16.2060 20.4471 14.7808
H 16.6542 22.0854 15.3602
H 17.9421 21.0002 14.8136
```

Net charge = 0
Spin multiplicity = 1
Orbital gap = 0.344 Ha
SMILES = CN(C)C=O.CN(C)C=O.BrCCBr.BrCCBr.BrCCBr.BrCCBr.BrCCBr.BrCCBr
Energy above the lowest of the compared OMol25 structures with the same formula, charge and spin = 74.4 kJ/mol
LUMO level = 0.1 eV
Max |F| = 0.037 hartree/bohr
E_tot = -31856.80184 Eh

Löwdin atomic charge list, values in e, 8 entries: 0.77, -0.70, -0.63, 0.61, -0.05, 0.01, -0.02, 0.06



[2]
The following is a quantum chemistry calculation of a cluster of 16 separate species, C18H38Cl30O2P in total, from OMol25.

Geometry as XYZ:
```
89
C18H38Cl30O2P | OMol25 | the ωB97M-V functional and the def2-TZVPD basis
O -4.4285 3.0204 -0.1937
C -4.1128 1.9532 -0.6165
O -3.3802 1.0573 0.0766
C -3.3186 1.2699 1.4874
C -2.2852 2.3362 1.8730
P -0.6062 1.7000 1.8120
H -4.3682 1.5588 -1.6074
H -3.0160 0.3141 1.9135
H -4.2926 1.5445 1.8973
H -2.3784 3.1917 1.2002
H -2.4686 2.6333 2.9089
H 0.2548 2.6203 1.2208
H -0.1132 1.4723 3.0929
H -0.4902 0.5007 1.1113
C 0.4806 -2.1115 -0.1347
Cl -1.1513 -1.4084 -0.2055
Cl 1.6804 -0.8930 0.3204
H 0.4882 -2.8992 0.6084
H 0.7177 -2.4928 -1.1192
C -5.7469 5.6872 0.2620
Cl -7.4973 5.6773 0.4908
Cl -4.9079 6.5591 1.5647
H -5.3945 4.6631 0.2528
H -5.5274 6.1965 -0.6688
C 4.9352 -2.2564 -2.1316
Cl 3.2961 -2.9421 -2.1461
Cl 5.2415 -1.2724 -0.6967
H 5.6460 -3.0702 -2.1454
H 5.0385 -1.6239 -3.0049
C -2.7600 -4.6077 -1.8917
Cl -1.0032 -4.4937 -2.1206
Cl -3.3434 -6.2614 -2.0236
H -2.9945 -4.2325 -0.9026
H -3.2309 -4.0140 -2.6673
C -3.0902 -3.7782 -6.1628
Cl -2.8548 -5.3395 -5.3756
Cl -3.3492 -2.4643 -4.9987
H -2.2026 -3.5446 -6.7379
H -3.9654 -3.8437 -6.7974
C 8.8474 -3.3976 -3.2170
Cl 7.7321 -4.2446 -2.1334
Cl 8.6488 -1.6411 -3.1191
H 9.8600 -3.6477 -2.9250
H 8.6383 -3.7077 -4.2334
C 2.1263 1.8927 -1.6834
Cl 0.3527 1.8924 -1.6867
Cl 2.7666 2.5249 -0.1604
H 2.4596 0.8669 -1.7931
H 2.4668 2.5208 -2.4973
C -1.4124 -0.4709 5.6286
Cl -2.3807 -0.6200 4.1343
Cl -0.7024 -2.0066 6.1007
H -0.6171 0.2444 5.4555
H -2.0801 -0.1269 6.4119
C -5.8926 8.9699 -2.9869
Cl -4.5498 9.9750 -2.4470
Cl -5.4836 7.2417 -2.9771
H -6.7293 9.1180 -2.3151
H -6.1469 9.2427 -4.0036
C 12.0396 -0.9634 -1.1859
Cl 13.7426 -0.6800 -1.5445
Cl 11.6584 -2.6939 -1.1141
H 11.8080 -0.5305 -0.2205
H 11.4384 -0.5246 -1.9731
C 14.0477 -4.9925 -2.6884
Cl 15.6162 -5.1134 -3.4860
Cl 12.7052 -5.3534 -3.7911
H 14.0167 -5.7111 -1.8784
H 13.9213 -3.9799 -2.3257
C -4.1303 -2.4964 7.3838
Cl -4.6971 -0.9977 8.1443
Cl -4.1376 -3.8726 8.4818
H -4.7819 -2.7168 6.5468
H -3.1111 -2.3197 7.0647
C -4.2359 4.9230 4.8975
Cl -2.8628 5.9175 5.3672
Cl -3.8537 3.1827 4.9792
H -5.0621 5.1182 5.5719
H -4.5011 5.1566 3.8738
C -7.4522 7.2826 6.6087
Cl -5.7392 7.7154 6.6516
Cl -7.7043 5.5577 6.2975
H -7.8875 7.5185 7.5720
H -7.9250 7.8429 5.8114
C -0.9126 -8.4291 -6.3540
Cl 0.7234 -8.6875 -6.9706
Cl -2.1362 -8.4919 -7.6283
H -1.1331 -9.2084 -5.6345
H -0.9505 -7.4476 -5.8971
```

Net charge = +1
Spin multiplicity = 1
Orbital gap = 0.353 Ha
LUMO level = -2.4 eV
Max |F| = 0.011 hartree/bohr
E_tot = -15005.93950 Eh

Löwdin atomic charge list, values in e, 8 entries: 0.08, -0.29, -0.06, -0.25, -0.34, 1.05, 0.16, 0.04



[3]
The following is a quantum chemistry calculation of a structure of composition C18H38FeN6O3 at a distorted geometry, from OMol25.

Geometry as XYZ:
```
66
C18H38FeN6O3 | OMol25 | the ωB97M-V functional and the def2-TZVPD basis
Fe 0.4832 -0.0377 -0.1830
C 0.3805 0.2424 3.0164
O 1.1953 0.1274 1.8297
C 2.5203 0.6650 1.9755
C 3.3701 -0.0400 0.9465
O 2.5459 -0.1742 -0.2399
C 3.2764 -0.2872 -1.4882
C 2.2858 -0.7598 -2.5186
O 1.1104 0.0635 -2.3636
C -0.0547 -0.4980 -3.0008
H 0.1386 1.2885 3.2091
H 0.9247 -0.1730 3.8633
H -0.5218 -0.3363 2.8423
H 2.8974 0.4640 2.9785
H 2.4922 1.7467 1.8238
H 3.6678 -1.0381 1.2678
H 4.2591 0.5427 0.7051
H 4.0810 -1.0137 -1.3709
H 3.6976 0.6897 -1.7297
H 2.0196 -1.8111 -2.3681
H 2.6925 -0.6369 -3.5230
H 0.0345 -0.9578 -3.9849
H -0.8028 0.2897 -3.0419
H -0.3989 -1.3148 -2.3545
C 1.2013 -3.0320 1.3459
N 0.0628 -3.4827 0.5741
C -0.2350 -4.9151 0.4245
C -1.5942 -4.9018 -0.2801
N -1.9118 -3.4634 -0.3996
C -3.0928 -3.0961 -1.1851
C -0.9350 -2.7210 0.1212
N -0.8918 -1.3556 0.2343
C -2.1690 -0.6226 0.1089
C -2.0203 0.8336 0.5390
N -0.8094 1.4505 -0.0494
C -0.7132 2.8194 0.0101
N 0.3568 3.4604 -0.4687
C 1.5213 2.8796 -1.0917
C 0.2664 4.9124 -0.2714
C -1.1249 5.0746 0.3359
N -1.5927 3.6861 0.5250
C -2.9647 3.5496 1.0300
H 1.7786 -3.9071 1.6343
H 0.8926 -2.5094 2.2508
H 1.8542 -2.3905 0.7524
H -0.2803 -5.3855 1.4062
H 0.5419 -5.4054 -0.1598
H -2.3739 -5.4035 0.2902
H -1.5523 -5.3454 -1.2740
H -3.5442 -4.0236 -1.5262
H -2.8260 -2.5172 -2.0684
H -3.8370 -2.5682 -0.5964
H -2.9464 -1.0434 0.7472
H -2.5169 -0.6287 -0.9246
H -1.9838 0.9136 1.6266
H -2.9291 1.3121 0.1867
H 1.2532 2.2692 -1.9505
H 2.1135 2.2962 -0.3808
H 2.1533 3.6913 -1.4448
H 0.3717 5.4247 -1.2264
H 1.0616 5.2506 0.3932
H -1.8120 5.6010 -0.3265
H -1.1115 5.5863 1.2962
H -3.2610 4.5329 1.3848
H -3.0326 2.8689 1.8721
H -3.6622 3.2644 0.2438
```

Net charge = +3
Spin multiplicity = 6
Orbital gap (alpha / beta) = 0.382 / 0.233 Ha
Energy above the lowest of the compared OMol25 structures with the same formula, charge and spin = 0.0 kJ/mol
LUMO level (alpha / beta) = -7.3 / -11.2 eV
Max |F| = 0.021 hartree/bohr
E_tot = -2525.65867 Eh

natural (NBO) atomic charge list, values in e, 8 entries: 1.79, -0.25, -0.61, -0.09, -0.09, -0.64, -0.09, -0.10



Q: Look up the spin multiplicity of the third one.
A: 6



Q: Look up the net charge of the third one.
A: +3



Q: What is the formula in the first record?
A: C18H38Br12N2O2